Entry 1:
C27H26N2O4 | wB97M-V/def2-TZVPD

Atoms and positions in Å:
C1 0.025 3.066 2.911
C2 1.885 1.572 2.114
C3 4.204 0.750 1.632
C4 -1.578 -0.660 -3.992
H1 2.189 0.244 -0.313
H2 -1.902 5.895 2.863
H3 -3.383 -3.089 -6.654
H4 -1.101 -2.249 -0.994
C5 -2.921 -2.699 -3.856
H5 2.918 -1.177 -1.864
H6 -1.299 0.228 -4.549
H7 2.283 4.533 3.416
C6 1.672 -0.343 0.446
C7 -4.967 3.494 3.708
C8 2.443 3.553 3.007
H8 -4.787 -2.205 -5.968
H9 4.369 0.891 0.552
H10 3.895 -0.284 1.816
H11 1.282 -4.303 0.601
O1 -2.939 -1.207 -5.809
O2 -3.887 4.396 3.396
C9 1.201 0.352 1.652
H12 2.666 -6.000 -0.595
H13 -5.837 4.150 3.725
C10 -2.396 -2.924 -2.577
H14 -5.081 2.726 2.932
H15 -3.646 -3.385 -4.301
C11 -0.912 -0.949 -2.741
C12 -2.496 -1.541 -4.558
H16 -0.687 1.134 3.545
C13 3.703 -3.176 -2.224
C14 -1.611 4.854 2.995
H17 0.433 5.161 2.490
C15 1.959 -4.003 -0.203
N1 3.227 1.688 2.149
C16 3.582 2.917 2.699
C17 -2.258 2.574 3.605
H18 4.610 3.215 2.835
C18 2.739 -4.945 -0.867
C19 -2.614 3.921 3.352
C20 2.061 -2.622 -0.511
C21 2.909 -2.228 -1.570
H19 -4.820 3.023 4.686
H20 -2.730 -3.800 -2.024
C22 -0.942 2.171 3.377
C23 -1.480 -2.073 -1.999
H21 5.154 0.932 2.151
C24 -3.832 -2.099 -6.499
C25 1.369 -1.658 0.322
H22 4.386 -2.852 -3.011
H23 -3.987 -1.602 -7.458
C26 -0.313 4.424 2.780
C27 3.630 -4.532 -1.872
H24 0.610 -2.076 0.984
N2 1.375 2.694 2.704
H25 -2.996 1.842 3.947
O3 0.092 -0.313 -2.337
O4 0.274 -0.140 2.334
H26 4.260 -5.264 -2.378

## Properties
- DFT total energy (Eh) = -1454.775015
- multiplicity = 1
- Kohn-Sham gap (eV) = 3.205
- ΔE to the lowest compared entry with this formula, charge and spin (kJ/mol) = 677.5
- strongest force on any atom (Eh/bohr) = 0.075
- HOMO level (eV) = -4.7775

---

Entry 2:
C39H40NOSi | wB97M-V/def2-TZVPD

Atoms and positions in Å:
C1 -3.830 3.683 -2.826
C2 -4.282 1.771 -1.404
H1 -6.544 2.085 4.165
C3 -2.096 2.035 -2.433
C4 -4.097 1.007 3.259
H2 -1.088 1.661 -2.609
C5 -4.707 2.951 -2.009
H3 0.300 -5.505 -3.040
H4 -5.725 3.305 -1.846
H5 2.293 3.287 3.234
C6 -2.732 0.785 3.248
H6 -2.293 -0.212 3.290
C7 1.823 2.303 3.218
C8 -2.353 3.212 3.209
H7 6.801 -0.388 2.295
C9 1.583 2.072 -3.895
C10 4.662 -0.711 2.351
H8 -4.137 4.411 3.228
H9 6.918 -0.509 -0.201
H10 2.085 1.730 4.118
C11 -2.959 1.293 -1.583
H11 -1.657 4.048 3.207
H12 2.479 3.322 -2.372
H13 -3.297 -0.492 -0.407
C12 1.890 -0.026 -2.061
C13 -2.525 3.215 -3.037
C14 2.313 1.270 -1.727
H14 -6.311 3.605 3.278
O1 0.404 2.583 3.185
C15 2.465 -5.426 -3.154
C16 3.492 -3.500 -2.094
H15 -2.432 -2.687 -0.034
H16 2.774 1.457 -0.756
N1 -0.781 -1.370 -0.114
H17 4.595 -5.052 -3.113
H18 1.456 2.892 -4.609
H19 2.549 -1.049 2.121
Si1 2.053 -1.398 -0.822
H20 -2.314 -1.575 1.333
H21 -4.162 4.606 -3.295
H22 0.724 0.579 -5.210
C17 -3.721 3.402 3.225
H23 4.594 -0.657 3.439
C18 0.586 -1.464 0.389
C19 -6.087 2.535 3.274
H24 0.801 -0.562 0.990
C20 -2.519 0.106 -0.889
C21 2.154 2.316 -2.641
C22 -1.719 -2.190 0.637
H25 1.040 -1.285 -3.602
C23 5.896 -0.559 1.708
C24 0.604 -2.708 1.296
H26 2.554 -6.363 -3.710
H27 -1.169 -3.231 2.456
C25 5.963 -0.625 0.311
H28 -0.960 -4.188 0.977
H29 -0.423 0.222 -1.372
H30 0.095 -3.380 -1.806
H31 -6.575 2.083 2.401
C26 3.609 -4.694 -2.815
C27 -1.839 1.881 3.208
C28 1.343 -0.273 -3.328
H32 1.017 -2.418 2.269
H33 -0.060 0.572 3.237
H34 -4.957 1.188 -0.772
C29 2.231 -3.019 -1.717
H35 -4.794 0.168 3.287
H36 2.123 1.741 2.323
C30 -1.215 -0.310 -0.841
C31 1.175 0.777 -4.236
C32 1.202 -4.951 -2.780
C33 3.501 -0.942 1.602
H37 -1.838 3.771 -3.676
C34 4.798 -0.846 -0.437
C35 1.086 -3.749 -2.071
C36 -0.450 1.600 3.176
H38 1.257 -3.492 0.889
H39 4.389 -2.942 -1.828
C37 3.564 -1.032 0.206
C38 -4.607 2.314 3.248
C39 -0.851 -3.187 1.410
H40 4.864 -0.876 -1.526

## Properties
- DFT total energy (Eh) = -1929.365841
- multiplicity = 1
- Kohn-Sham gap (eV) = 4.030
- strongest force on any atom (Eh/bohr) = 0.030
- HOMO level (eV) = -9.1016
- charge = +1

---

Entry 3:
C4H11N3 | wB97M-V/def2-TZVPD

Atoms and positions in Å:
H1 -2.076 2.216 -1.504
N1 2.018 -1.661 0.823
H2 -0.147 0.596 1.358
N2 1.928 0.030 2.392
H3 1.903 -1.972 -0.120
N3 0.213 -0.143 0.782
H4 -2.898 0.746 -0.979
C1 1.439 -0.543 1.340
C2 -0.286 -0.619 -0.491
H5 -1.200 0.097 -2.256
H6 2.725 -2.072 1.391
H7 -1.093 -1.339 -0.373
H8 -1.898 1.712 0.154
H9 0.530 -1.021 -1.088
C3 -1.993 1.333 -0.866
C4 -0.753 0.568 -1.365
H10 1.475 0.931 2.476
H11 0.114 1.142 -1.674

## Properties
- DFT total energy (Eh) = -323.261796
- multiplicity = 1
- SMILES = [H]/N=C(/N)NCCC
- Kohn-Sham gap (eV) = 9.208
- ΔE to the lowest compared entry with this formula, charge and spin (kJ/mol) = 117.5
- strongest force on any atom (Eh/bohr) = 0.044
- HOMO level (eV) = -8.3469

---

Entry 4:
C24H42NOP3Pm | wB97M-V/def2-TZVPD

Atoms and positions in Å:
H1 3.085 -3.025 -0.722
H2 1.548 2.106 -3.234
P1 2.502 -1.123 0.747
C1 2.704 -1.134 2.615
H3 -0.859 -2.887 2.486
P2 0.346 3.499 0.608
H4 1.509 1.157 -5.162
H5 -0.185 2.473 -0.207
C2 -3.008 -4.991 0.781
H6 4.057 0.792 0.871
C3 -3.285 -6.035 1.659
O1 -0.472 1.157 -1.919
H7 -1.896 -2.091 3.692
H8 -2.545 -7.820 2.642
H9 0.384 -5.520 0.457
H10 0.556 0.629 3.738
C4 -1.661 -4.775 0.385
C5 -0.650 -5.664 0.808
C6 -2.292 -6.942 2.039
H11 -0.475 5.402 -5.088
C7 -1.708 3.004 -2.890
H12 -0.521 1.896 -6.308
H13 -2.958 0.622 3.109
H14 -2.691 4.526 -4.126
C8 -0.513 1.012 -5.604
H15 -3.809 -4.345 0.409
H16 -3.279 -0.206 1.514
H17 -2.628 2.487 -2.675
H18 2.298 3.287 2.007
C9 2.997 -2.869 0.362
N1 -0.724 -2.649 -0.736
H19 0.953 -0.547 -5.368
C10 1.324 2.789 1.930
C11 -0.473 2.315 -2.615
H20 1.874 -1.653 3.126
H21 -1.423 0.434 -5.567
H22 1.425 4.042 -4.900
H23 -0.722 5.467 1.288
C12 0.633 3.815 -4.193
C13 0.701 2.776 -3.258
H24 2.005 3.971 -1.012
C14 -2.562 0.417 2.088
C15 -0.534 4.564 -4.345
C16 0.680 0.487 -5.246
C17 4.031 -0.172 0.342
H25 3.969 -3.097 0.823
P3 -0.906 -0.489 2.140
H26 -0.242 -0.755 4.482
H27 -0.158 -7.328 2.065
H28 4.047 0.031 -0.738
H29 -4.290 -6.140 2.067
C18 -0.395 0.092 3.802
H30 2.769 -0.113 3.036
H31 0.672 5.139 -1.188
C19 -1.249 -3.600 -0.256
H32 1.821 5.284 0.183
H33 0.726 2.933 2.829
H34 4.926 -0.748 0.611
H35 -2.492 -2.386 2.026
C20 -0.965 -6.702 1.671
C21 -1.748 4.057 -3.809
H36 2.246 -3.575 0.744
C22 -1.618 -2.116 2.633
H37 1.457 1.714 1.756
H38 -1.107 0.783 4.280
Pm1 0.533 -0.865 -1.589
H39 3.642 -1.654 2.884
H40 -1.925 4.418 0.586
C23 -1.019 4.426 1.188
C24 1.278 4.577 -0.463
H41 -1.312 4.073 2.170
H42 -2.401 1.367 1.538

## Properties
- DFT total energy (Eh) = -2701.102877
- multiplicity = 5
- ⟨S²⟩ = 6.058
- Kohn-Sham gap (alpha / beta) (eV) = 4.746 / 6.370
- ΔE to the lowest compared entry with this formula, charge and spin (kJ/mol) = 10.0
- strongest force on any atom (Eh/bohr) = 0.063
- HOMO level (alpha / beta) (eV) = -15.5711 / -15.7015
- charge = +3

---

Entry 5:
C11H23ClIrNO6P2 | wB97M-V/def2-TZVPD

Atoms and positions in Å:
C1 2.714 -1.744 -0.478
C2 -2.920 1.783 1.380
O1 1.221 -0.650 4.908
H1 -0.185 -1.632 0.664
C3 0.504 2.409 -3.246
H2 -3.024 1.536 2.448
H3 -3.902 1.937 0.905
H4 -4.240 -0.674 0.202
H5 -2.560 -2.414 -3.887
H6 2.061 -1.777 -1.355
C4 -0.870 1.288 -1.628
O2 0.010 1.389 5.215
H7 -2.283 2.666 1.230
H8 3.510 0.877 -1.105
H9 -1.659 2.170 -3.391
C5 2.657 1.079 -0.446
H10 0.628 2.998 -4.146
Ir1 0.034 -0.099 1.025
O3 -1.987 -2.183 -3.132
C6 1.603 2.125 -2.452
N1 0.233 1.041 -0.842
H11 -0.723 -3.468 -1.686
H12 -2.971 1.007 -1.821
H13 -2.204 -1.247 -2.956
H14 2.620 2.410 -2.691
C7 -3.309 -0.961 0.708
O4 -0.396 -3.867 -0.861
H15 4.460 -0.275 1.410
O5 -0.001 0.445 2.982
H16 2.937 1.885 0.239
P1 -2.122 0.375 0.541
C8 -2.118 0.856 -1.170
P2 2.217 -0.382 0.573
H17 -3.470 -1.088 1.786
H18 0.473 -3.452 -0.705
Cl1 0.014 0.084 4.629
O6 -1.180 -0.665 4.897
C9 1.444 1.429 -1.264
H19 3.759 -1.618 -0.776
C10 -0.739 1.970 -2.853
H20 -2.867 -1.857 0.258
H21 3.258 0.530 2.494
C11 3.458 -0.333 1.852
H22 3.326 -1.268 2.404
H23 2.590 -2.634 0.144

## Properties
- DFT total energy (Eh) = -2185.390001
- multiplicity = 5
- ⟨S²⟩ = 6.039
- Kohn-Sham gap (alpha / beta) (eV) = 8.100 / 6.231
- ΔE to the lowest compared entry with this formula, charge and spin (kJ/mol) = 72.6
- strongest force on any atom (Eh/bohr) = 0.065
- HOMO level (alpha / beta) (eV) = -15.5888 / -16.6178
- charge = +2

---

Entry 6:
C14H22N2O2 | wB97M-V/def2-TZVPD

Atoms and positions in Å:
H1 -3.248 -1.501 -2.162
N1 0.162 -3.182 -0.980
H2 4.705 -2.289 1.054
C1 -0.912 -2.815 -0.803
C2 -2.247 -2.337 -0.460
H3 -4.207 -0.914 0.229
H4 2.436 2.848 -0.011
C3 -2.723 -1.100 -1.293
H5 1.248 0.063 -0.025
H6 -2.884 -0.217 1.975
H7 3.030 -1.744 1.079
C4 -1.610 -0.331 -1.838
H8 4.270 -0.794 1.907
H9 -2.259 -2.073 0.594
C5 1.319 1.054 0.441
C6 2.072 1.955 -0.527
H10 -4.496 0.100 -1.188
C7 -3.183 0.984 0.245
H11 -0.049 2.300 1.516
C8 3.262 1.257 -1.166
C9 4.282 -0.675 -0.250
H12 1.426 2.295 -1.337
O1 4.108 0.669 -0.164
C10 -3.736 -0.242 -0.488
C11 -0.102 1.519 0.752
C12 4.066 -1.411 1.035
H13 2.895 0.479 -1.837
H14 -2.508 1.477 2.262
H15 1.904 0.918 1.349
H16 -2.951 -3.143 -0.654
H17 -4.052 1.581 0.530
C13 -2.411 0.668 1.540
H18 3.843 1.957 -1.763
H19 -0.568 1.924 -0.139
H20 -2.606 1.622 -0.421
H21 -0.489 0.215 2.361
N2 -0.738 0.273 -2.271
O2 4.594 -1.225 -1.274
H22 -0.728 -0.544 0.813
C14 -0.916 0.375 1.367

## Properties
- DFT total energy (Eh) = -806.634357
- multiplicity = 1
- SMILES = CC(=O)OCCCCCCCC[C@@H](C#N)CC#N
- Kohn-Sham gap (eV) = 10.437
- ΔE to the lowest compared entry with this formula, charge and spin (kJ/mol) = 325.1
- strongest force on any atom (Eh/bohr) = 0.016
- HOMO level (eV) = -9.9957

---

Entry 7:
C8H12NP | wB97M-V/def2-TZVPD

Atoms and positions in Å:
N1 0.779 -0.335 -0.766
H1 -3.289 -1.148 2.091
H2 -3.473 1.394 1.404
H3 3.203 -1.329 -1.008
H4 -4.097 1.235 -1.326
P1 -1.601 1.035 -0.409
H5 1.445 1.225 1.535
C1 3.172 -0.534 -0.264
C2 1.720 1.426 0.502
H6 -2.341 -0.813 -2.090
C3 -3.104 0.638 0.724
H7 3.952 0.190 -0.481
C4 -2.523 -0.497 -1.072
H8 0.886 -1.235 -1.230
C5 -2.715 -1.477 0.019
H9 2.657 1.975 0.494
H10 0.928 2.026 0.061
C6 1.822 0.131 -0.240
C7 -3.066 -0.790 1.105
C8 -3.347 0.720 -0.752
H11 3.378 -0.963 0.716
H12 -2.578 -2.534 -0.101

## Properties
- DFT total energy (Eh) = -707.920017
- multiplicity = 3
- ⟨S²⟩ = 2.015
- Kohn-Sham gap (alpha / beta) (eV) = 5.238 / 7.251
- ΔE to the lowest compared entry with this formula, charge and spin (kJ/mol) = 94.8
- strongest force on any atom (Eh/bohr) = 0.128
- HOMO level (alpha / beta) (eV) = -4.2254 / -8.4704

---

Entry 8:
C28H24BrMnN10O | wB97M-V/def2-TZVPD

Atoms and positions in Å:
N1 -0.994 -0.236 1.400
C1 3.705 -1.663 -2.012
H1 3.082 0.552 2.305
H2 0.601 -3.729 2.709
C2 2.548 -0.165 -0.463
C3 0.447 -3.621 1.645
C4 -2.775 0.529 -2.437
H3 3.517 0.103 -0.043
H4 1.026 -5.620 1.113
N2 -0.217 -2.215 -0.170
N3 -0.249 -0.313 5.315
N4 1.486 0.325 0.079
H5 3.136 2.533 3.793
H6 0.729 -1.491 -4.470
C5 0.673 2.439 0.812
H7 -1.682 3.214 -1.317
O1 0.325 -0.233 -2.277
C6 -3.328 -0.760 -0.756
C7 1.445 -0.907 -2.541
C8 1.643 3.596 2.718
H8 -1.607 5.357 -0.072
C9 2.420 1.388 2.112
Br1 5.308 -3.307 -3.673
C10 -0.591 -0.326 4.035
C11 0.674 -4.663 0.754
C12 -0.007 -2.420 1.137
H9 -0.194 -3.015 -2.064
N5 -4.050 0.142 -2.596
N6 -1.365 0.652 3.569
H10 -1.859 0.881 -4.324
C13 1.555 -1.556 -3.774
C14 -0.375 -1.277 2.016
H11 4.550 -1.675 -1.335
C15 0.735 3.579 1.630
Mn1 -0.381 -0.012 -0.599
C16 -0.958 4.545 0.224
H12 -3.195 -1.307 0.161
H13 -2.946 2.113 2.431
C17 -2.059 1.413 -3.393
C18 -1.581 0.643 2.265
C19 -0.119 4.657 1.298
C20 2.693 -2.263 -4.097
C21 -4.416 -0.679 -1.553
C22 2.449 2.520 2.959
H14 -1.103 1.726 -2.984
H15 -5.397 -1.113 -1.474
H16 -0.090 5.563 1.890
H17 0.270 -1.084 5.701
N7 -0.218 2.309 -0.214
N8 -0.150 -1.378 3.290
H18 1.687 4.472 3.352
C23 -0.007 -3.219 -1.019
C24 2.539 -0.961 -1.654
C25 -0.986 3.336 -0.493
H19 0.581 -5.256 -1.315
C26 3.771 -2.330 -3.208
H20 2.762 -2.766 -5.052
H21 -2.791 1.444 0.833
C27 1.565 1.361 1.050
N9 -2.457 1.525 1.776
H22 -2.660 2.291 -3.630
N10 -2.304 -0.007 -1.315
H23 -0.600 0.411 5.919
C28 0.432 -4.464 -0.595
H24 -4.642 0.413 -3.367

## Properties
- DFT total energy (Eh) = -5428.951021
- multiplicity = 5
- ⟨S²⟩ = 6.050
- Kohn-Sham gap (alpha / beta) (eV) = 6.726 / 7.321
- strongest force on any atom (Eh/bohr) = 0.003
- HOMO level (alpha / beta) (eV) = -13.2363 / -13.3365
- charge = +2

---

- What is the DFT total energy in the eighth record?
  -5428.951021 Eh

---

- What is the formula in the fifth record?
  C11H23ClIrNO6P2